Record 1
Density functional theory data (wB97M-V/def2-TZVPD) for C6H7F6N2O8PtS2 as an isolated structure.

Geometry (Å):
Pt1 -0.32773 0.03365 -0.25578
F1 2.64395 -0.07636 -4.40831
C1 2.64990 0.50937 -3.21480
F2 1.38533 0.85211 -2.91302
F3 3.35515 1.64330 -3.30678
S1 3.37832 -0.56591 -1.86756
O1 3.03191 0.14949 -0.66836
O2 4.76858 -0.60499 -2.19663
N1 2.67979 -1.94394 -2.09362
S2 1.59555 -2.69461 -1.20730
O3 2.02085 -4.02883 -0.93337
O4 1.00534 -1.97860 -0.08872
C2 0.29518 -2.89667 -2.53408
F4 0.89044 -3.45526 -3.59985
F5 -0.15055 -1.69525 -2.91039
F6 -0.72100 -3.66633 -2.19549
N2 0.59191 1.87694 0.68354
C3 -0.01279 3.14596 0.27990
C4 -1.44575 3.21958 0.77477
C5 -2.44834 2.32796 -0.00159
O5 -3.63417 2.60945 0.12224
O6 -1.97718 1.40430 -0.75517
H1 0.47726 1.70668 1.67610
H2 1.56969 1.79780 0.43346
H3 0.01348 3.20352 -0.80910
H4 0.55620 3.99308 0.68203
H5 -1.82434 4.23776 0.69654
H6 -1.49610 2.92136 1.82662
O7 -1.42054 -0.77271 1.57350
C6 -1.94965 -1.69819 0.89922
O8 -1.80501 -1.83969 -0.32698
H7 -2.57416 -2.42469 1.44830

* gap between HOMO and LUMO (spin up / spin down): 0.301 / 0.296 hartree
* net charge: -1
* <S²>: 2.00
* multiplicity: 3

Record 2
Density functional theory data (wB97M-V/def2-TZVPD) for one molecule with the formula C6H7FO.

Geometry (Å):
O1 1.68853 -0.97810 -0.84821
C1 1.00066 -0.83222 0.33928
C2 -0.48799 -1.12637 0.30562
C3 -1.24937 -0.13939 -0.11452
F1 -2.61758 -0.25550 0.03885
C4 -0.67935 1.13346 -0.41610
C5 0.52705 1.58786 -0.02725
C6 1.48406 0.66944 0.63404
H1 2.58884 -0.19868 -0.74618
H2 1.47234 -1.50799 1.08176
H3 -0.96612 -2.02436 0.61532
H4 -1.58003 1.87640 -0.50292
H5 0.74682 2.57251 -0.20084
H6 2.48878 0.59833 0.24399
H7 1.72900 1.05150 1.61845

* gap between HOMO and LUMO: 0.352 hartree
* net charge: 0
* SMILES string: O[C@@H]1C=C(F)C=CC1

Record 3
Density functional theory data (wB97M-V/def2-TZVPD) for C6H7INP as an isolated structure.

Geometry (Å):
C1 2.14077 -0.69187 1.10768
C2 1.92609 0.34119 0.22202
C3 0.93545 -1.22320 1.57236
C4 0.72340 0.79924 -0.24874
C5 -0.28733 -0.76932 1.15788
C6 -0.40362 0.13831 0.17087
N1 -2.12513 0.15525 -0.65466
P1 -1.48835 0.80026 -2.14271
I1 -3.16232 1.56701 0.36861
H1 3.10555 -0.96001 1.40802
H2 2.75825 0.98163 -0.09137
H3 0.93794 -1.95938 2.31620
H4 0.52015 1.58226 -1.00199
H5 -1.28886 -1.21876 1.39489
H6 -2.76984 0.86719 -2.80567
H7 -1.52216 -0.40980 -2.77340

* gap between HOMO and LUMO (spin up / spin down): 0.252 / 0.226 hartree
* net charge: 0
* <S²>: 2.01
* multiplicity: 3

Record 4
Density functional theory data (wB97M-V/def2-TZVPD) for one molecule with the formula C6H7IO2.

Geometry (Å):
I1 3.89035 0.33912 0.22086
C1 2.33552 -0.99634 0.07232
C2 1.07315 -0.65430 -0.05594
C3 0.53231 0.79653 -0.32399
C4 -0.66180 1.12391 0.56562
C5 -1.74722 0.26163 0.06711
O1 -2.03092 -0.77939 0.88926
C6 -1.44737 -1.14540 -0.23252
O2 -0.03456 -1.53486 -0.23829
H1 2.64970 -2.03322 0.02079
H2 1.30993 1.61419 -0.33171
H3 0.08559 0.69965 -1.35687
H4 -0.42593 0.87786 1.67685
H5 -0.94153 2.26183 0.38153
H6 -2.62904 0.81719 -0.35494
H7 -1.95819 -1.64839 -1.00008

* gap between HOMO and LUMO: 0.340 hartree
* net charge: 0
* SMILES string: I/C=C1\CC[C@@H]2O[C@@H]2O1

Record 5
Density functional theory data (wB97M-V/def2-TZVPD) for C6H7LiO6 as an isolated structure.

Geometry (Å):
O1 -2.35921 -1.95177 -2.76604
O2 -0.24729 -1.51492 -2.77903
O3 -0.94807 -2.38422 -0.85665
C1 -2.07900 -1.28756 -3.94559
C2 -0.75600 -1.16050 -4.01353
C3 -1.25937 -1.92559 -2.01319
H1 -2.90147 -1.03051 -4.60152
H2 -0.05948 -1.11061 -4.84218
O4 2.11760 2.64283 3.51809
C4 1.48709 2.30586 2.29656
C5 1.07278 0.85196 2.38336
O5 0.36046 0.55920 1.18464
C6 -0.19067 -0.68481 0.99220
O6 -0.44910 -1.33861 2.01769
H3 2.32798 3.57984 3.52065
H4 2.17211 2.44842 1.44397
H5 0.59643 2.93402 2.12642
H6 0.45343 0.69277 3.27875
H7 1.95365 0.19934 2.47507
Li1 -1.29186 -1.82515 0.58033

* gap between HOMO and LUMO: 0.273 hartree
* net charge: 0

Record 6
Density functional theory data (wB97M-V/def2-TZVPD) for C6H7N as an isolated structure.

Geometry (Å):
C1 1.90606 0.23936 -0.28450
C2 1.02575 -0.85136 -0.75190
C3 -0.39880 -0.50388 -0.87683
C4 -1.22184 0.57055 -0.10761
C5 -1.38332 -0.89622 0.18638
N1 -0.75671 -0.70826 1.52873
C6 -0.67515 0.55467 1.28868
H1 1.48252 1.25301 -0.20050
H2 2.75773 0.24445 -0.97564
H3 2.35790 -0.05093 0.67562
H4 -0.77350 -0.70771 -1.88424
H5 -1.93696 1.24766 -0.56360
H6 -2.22514 -1.55958 0.01936
H7 -0.15493 1.28951 1.90641

* gap between HOMO and LUMO: 0.299 hartree
* net charge: 0

Record 7
Density functional theory data (wB97M-V/def2-TZVPD) for a 2-piece molecular cluster, C6H7N overall.

Geometry (Å):
N1 -0.18418 3.14291 -0.16989
C1 -0.08033 2.06661 0.24270
C2 0.06906 0.72612 0.83071
C3 1.39513 0.05341 0.55457
C4 1.16352 -1.17850 0.07966
C5 -0.28562 -1.40427 -0.02004
C6 -0.93944 -0.30929 0.38930
H1 -0.03385 0.84482 1.91802
H2 2.34561 0.49424 0.82847
H3 1.91364 -1.92715 -0.15167
H4 -0.73272 -2.32714 -0.37473
H5 -2.00925 -0.15251 0.45809
H6 -0.95141 0.07611 -2.30035
H7 -1.67014 -0.10536 -2.28483

* gap between HOMO and LUMO: 0.366 hartree
* net charge: 0
* SMILES string: N#CC1C=CC=C1.[H][H]

Record 8
Density functional theory data (wB97M-V/def2-TZVPD) for C6H7N as an isolated structure.

Geometry (Å):
N1 2.08056 0.88063 0.09833
C1 1.03091 0.20370 0.09165
C2 -0.17485 0.03994 0.98309
C3 -0.49120 -1.29414 0.31470
C4 0.06161 -0.71461 -1.00372
C5 -0.31393 0.63818 -1.29165
C6 -0.88395 1.07375 0.06952
H1 -0.16429 0.16077 2.06620
H2 0.14274 -2.11061 0.67399
H3 -1.54012 -1.60710 0.31731
H4 0.42172 -1.37574 -1.79559
H5 2.40962 1.01713 -0.85444
H6 -0.60166 2.10204 0.30801
H7 -1.97715 0.98607 0.02258

* gap between HOMO and LUMO: 0.322 hartree
* net charge: 0

Record 9
Density functional theory data (wB97M-V/def2-TZVPD) for one molecule with the formula C6H7N.

Geometry (Å):
C1 -1.09294 0.43265 -1.83052
C2 0.08597 0.15306 -1.36135
C3 0.33557 0.22184 0.39653
C4 0.27153 1.61385 0.73652
N1 0.27048 2.72436 1.00135
C5 -0.34329 -0.86975 1.23107
C6 1.17550 -0.77774 1.04390
H1 -1.13780 0.37109 -2.88987
H2 -2.10740 0.62534 -1.34511
H3 0.82830 -0.24372 -2.03975
H4 -0.77963 -1.68315 0.67533
H5 -0.76280 -0.41440 2.03709
H6 1.70562 -0.69913 2.02674
H7 1.55087 -1.45429 0.31809

* gap between HOMO and LUMO: 0.410 hartree
* net charge: 0
* SMILES string: C=CC1(C#N)CC1

Record 10
Density functional theory data (wB97M-V/def2-TZVPD) for one molecule with the formula C6H7N.

Geometry (Å):
N1 -0.39529 3.20566 -1.00238
C1 -0.31892 2.11820 -0.60360
C2 -0.28393 0.79828 -0.00589
C3 1.00072 0.23818 0.66648
C4 0.89321 -1.22011 0.36895
C5 -0.19588 -1.55296 -0.32290
C6 -1.04942 -0.36789 -0.69781
H1 -0.31821 0.84670 1.15387
H2 1.89951 0.81290 0.49356
H3 0.84923 0.35213 1.83881
H4 1.62475 -1.89477 0.78752
H5 -0.47056 -2.57308 -0.58191
H6 -1.16853 -0.29080 -1.79353
H7 -2.06666 -0.47244 -0.30116

* gap between HOMO and LUMO: 0.372 hartree
* net charge: 0
* SMILES string: N#CC1CC=CC1

Record 11
Density functional theory data (wB97M-V/def2-TZVPD) for one molecule with the formula C6H7N.

Geometry (Å):
C1 1.75401 -0.54568 -0.09905
C2 0.34764 -0.65806 -0.08216
N1 -0.28459 -1.79587 0.14491
C3 -1.65478 -1.48748 -0.00941
C4 -1.87126 -0.20941 -0.43240
C5 -1.66344 1.02298 0.39250
C6 -0.48499 0.45307 -0.47242
H1 2.29364 -1.30162 0.54987
H2 1.98788 0.51360 -0.14223
H3 2.12148 -0.95136 -1.02612
H4 -2.32022 -2.11855 0.41045
H5 -1.70732 1.01436 1.42846
H6 -2.11021 2.00614 -0.04711
H7 -0.15822 1.24942 -1.20425

* gap between HOMO and LUMO: 0.321 hartree
* net charge: 0
* SMILES string: CC1=NC=C2C[C@H]21

Record 12
Density functional theory data (wB97M-V/def2-TZVPD) for one molecule with the formula C6H7N.

Geometry (Å):
N1 -0.59919 3.14658 -0.65460
C1 -0.43493 2.09949 -0.19008
C2 -0.22528 0.76653 0.38109
C3 1.20713 0.21368 0.15475
C4 0.96287 -1.27109 0.04585
C5 -0.32310 -1.55502 -0.14354
C6 -1.17888 -0.31315 -0.19683
H1 -0.40196 0.83993 1.46104
H2 1.64249 0.60678 -0.77397
H3 1.88433 0.48904 0.97127
H4 1.76871 -1.99836 0.07911
H5 -0.73132 -2.55096 -0.28613
H6 -1.46653 -0.08102 -1.23101
H7 -2.10435 -0.39244 0.38305

* gap between HOMO and LUMO: 0.393 hartree
* net charge: 0
* SMILES string: N#CC1CC=CC1

For reference, energy relative to the best compared isomer or geometry (same formula, charge and spin) by record: 14.1 76.6 63.2 50.6 57.9 154.0 57.4 120.6 78.9 67.7 95.0 19.1 kcal per mole.
For reference, electronic energy by record: -2459.21177 -407.79647 -926.38639 -680.88771 -691.71519 -287.34177 -287.49573 -287.39510 -287.46155 -287.47930 -287.43589 -287.55682 hartree.